# 1
Formula: C47H41CaCl2NO6S2
Source: the OMol25 dataset
Level of theory: wB97M-V/def2-TZVPD

Its frontier orbital gap is 5.5 eV. The calculation puts the total energy at -4716.29042 a.u.

```
! wB97M-V def2-TZVPD RIJCOSX def2/J DEFGRID3
* xyz -2 1
Ca -0.54050 0.68862 0.43998
O -2.39743 0.13553 -0.58802
C -2.89989 0.09607 -1.84419
C -1.80758 -0.47993 -2.79975
C -0.59608 0.40503 -2.95628
C -0.37146 1.06768 -4.30972
C 1.02069 0.68070 -4.73866
C 1.94003 0.80228 -3.79585
C 1.47822 1.29212 -2.42565
C 2.64283 1.13330 -1.44666
C 2.60383 1.70910 -0.00167
O 1.53799 1.24303 0.69162
C 2.66557 3.25065 0.07000
C 2.27123 3.83637 1.27083
C 2.31936 5.20928 1.44741
C 2.74524 6.03258 0.41349
C 3.13367 5.46270 -0.78583
C 3.11138 4.08358 -0.94932
C 3.92831 1.19845 0.63736
C 3.85776 0.26058 1.66011
C 5.01448 -0.24166 2.24250
C 6.26219 0.18561 1.81103
C 6.34184 1.12776 0.79381
C 5.18438 1.63008 0.21697
N 0.28167 0.49338 -2.03877
C -4.15034 -0.81133 -1.87984
C -4.82190 -1.00438 -0.67357
C -5.96714 -1.78150 -0.60817
C -6.46266 -2.40182 -1.74873
C -5.79464 -2.23433 -2.95047
C -4.65059 -1.44573 -3.01288
C -3.26871 1.49255 -2.39488
C -3.77279 1.68293 -3.68069
C -3.95176 2.96246 -4.18998
C -3.61538 4.07102 -3.42511
C -3.13205 3.89299 -2.13853
C -2.97861 2.61181 -1.62485
H -2.20809 -0.67428 -3.79699
H -1.48826 -1.42577 -2.35709
H -1.13687 0.73256 -5.00397
H 1.23306 0.39679 -5.76032
H 2.99331 0.61253 -3.95146
H 3.53078 1.50492 -1.96664
H 2.78273 0.05310 -1.32936
H 1.90724 3.18043 2.05306
H 2.00327 5.64594 2.38976
H 2.73916 7.10942 0.53017
H 3.41045 6.09094 -1.62287
H 3.37881 3.67937 -1.91562
H 2.87104 -0.04910 1.98067
H 4.93874 -0.97154 3.04105
H 7.16538 -0.20491 2.26618
H 7.30936 1.48054 0.45396
H 5.25832 2.38660 -0.55667
H -4.39472 -0.53799 0.20459
H -6.47280 -1.91241 0.34205
H -7.35442 -3.01609 -1.69847
H -6.15924 -2.72040 -3.84859
H -4.15032 -1.34340 -3.96779
H -4.01350 0.83090 -4.30599
H -4.31264 3.09008 -5.20425
H -3.67139 5.06705 -3.84439
H -2.80319 4.74741 -1.56457
H -2.59503 2.45449 -0.62731
C -7.19196 -2.43593 9.49040
C -6.14716 -2.05559 8.46314
O -5.78557 -0.92530 8.28608
S -5.55608 -3.47111 7.55496
C -4.48519 -2.75487 6.35322
C -4.92230 -2.59185 5.04009
C -4.07520 -2.07282 4.08177
C -2.76191 -1.69131 4.40390
C -2.34159 -1.85915 5.73317
C -3.18628 -2.38784 6.69083
C -1.89706 -1.14055 3.41671
C -1.19192 -0.63966 2.54365
H -7.09712 -1.77359 10.34923
H -7.10465 -3.47680 9.79892
H -8.17639 -2.29105 9.04393
H -5.93274 -2.87759 4.77391
H -4.40886 -1.95144 3.05943
H -1.33243 -1.56993 5.99497
H -2.84261 -2.51509 7.71015
C -0.93431 4.28656 3.60942
S -1.09991 2.56885 3.12392
C -2.71351 2.25892 3.82547
O -1.32461 2.63510 1.63810
H -1.78012 4.84752 3.21200
H -0.01199 4.65349 3.16368
H -0.88335 4.35304 4.69649
H -2.64693 2.29480 4.91374
H -2.99405 1.25704 3.50902
H -3.40497 3.00663 3.43673
Cl -0.81844 3.23283 -5.90411
C -0.48208 2.62842 -4.25141
Cl -0.61364 5.58120 -2.78197
C 0.82894 3.17209 -3.73798
O 1.67972 3.71589 -4.35774
O 1.05994 2.67492 -2.46931
H -1.29778 2.96009 -3.61043
*
```

***

# 2
Formula: C2H5NO2
Source: the OMol25 dataset
Level of theory: wB97M-V/def2-TZVPD

As for the SMILES: NC=O.C=O. Its frontier orbital gap is 10.6 eV. The calculation puts the total energy at -284.38358 a.u.

```
! wB97M-V def2-TZVPD RIJCOSX def2/J DEFGRID3
* xyz 0 1
O -0.96105 -1.42792 0.46666
C -1.30799 -0.62669 1.30039
H -1.68775 -1.04538 2.24439
H -1.30869 0.44446 1.12871
C 1.11881 0.91334 -0.46500
N 0.36417 -0.01177 -1.21190
O 0.61040 1.80184 0.17011
H 2.22086 0.93226 -0.60430
H 0.56053 -0.04131 -2.20788
H 0.39070 -0.93883 -0.82120
*
```

***

# 3
Formula: C14H24N3O5PdS4Se2
Source: the OMol25 dataset
Level of theory: wB97M-V/def2-TZVPD

As for the expectation value of S²: 6.045. Its frontier orbital gap (alpha / beta) is 9.3 / 5.5 eV. The calculation puts the total energy at -7611.45826 a.u.

```
! wB97M-V def2-TZVPD RIJCOSX def2/J DEFGRID3
* xyz 1 5
Pd 0.54902 -0.24426 -0.19814
C -1.49063 4.17301 0.34671
C 0.01519 4.19301 0.59812
S 0.94641 2.62924 0.34504
C 1.30245 2.15618 2.06000
C 0.15614 1.49961 2.81263
S -0.59181 0.05617 1.97083
C -2.35202 0.53569 1.81718
C -2.69156 1.70597 0.90287
S -2.48364 3.35955 1.63625
H -1.72762 3.71294 -0.61133
H -1.84555 5.20315 0.32620
H 0.23021 4.54021 1.60697
H 0.47872 4.88329 -0.10895
H 1.62505 3.04619 2.60039
H 2.15249 1.48623 1.98410
H -0.65240 2.20631 2.96651
H 0.50490 1.14080 3.78316
H -2.69784 0.70079 2.83832
H -2.82042 -0.37470 1.44061
H -3.73578 1.60826 0.60574
H -2.08597 1.67307 0.01338
C 0.62501 -4.06138 -1.42425
Se -0.12415 -2.87775 -0.10686
C 1.12501 -3.29334 1.34980
C 2.55912 -2.87021 1.10856
Se 2.84165 -0.94032 1.17992
C 2.72925 -0.84831 3.13446
H 0.64446 -5.06218 -0.99814
H 1.61867 -3.71327 -1.69587
H -0.01949 -4.01482 -2.29547
H 1.07197 -4.37622 1.47450
H 0.69599 -2.82478 2.23348
H 2.91974 -3.17225 0.13041
H 3.20574 -3.30198 1.87118
H 3.45666 -1.54472 3.54736
H 1.73009 -1.10103 3.48697
H 2.99427 0.15810 3.44851
O 0.30856 -1.39969 -2.50464
S 1.64007 -0.72388 -2.45470
O 2.34275 -0.72440 -3.69352
O 1.40755 0.68443 -1.94401
O 2.37056 -1.41523 -1.33771
N -1.04869 1.18349 -3.68553
C -1.58180 0.34113 -2.78941
O -1.49796 0.51578 -1.57596
C -2.35038 -0.80658 -3.35747
C -2.81210 -1.79768 -2.47600
N -3.15326 -2.60445 -1.72453
C -2.51834 -0.96158 -4.74106
N -2.64476 -1.04821 -5.88739
H -0.31139 1.78478 -3.34810
H -1.01015 0.92583 -4.66110
*
```

***

# 4
Formula: C42H70O42
Source: the OMol25 dataset
Level of theory: wB97M-V/def2-TZVPD

Its frontier orbital gap is 9.9 eV. The calculation puts the total energy at -4802.52646 a.u.

```
! wB97M-V def2-TZVPD RIJCOSX def2/J DEFGRID3
* xyz 0 1
C -16.68936 -9.44274 11.41620
C -15.71656 -8.28674 11.26674
O -14.48457 -8.90215 10.85028
C -14.73359 -10.18477 10.48274
O -13.93344 -10.93672 10.03739
O -16.00234 -10.49056 10.75590
H -17.61337 -9.29505 10.86777
H -16.83961 -9.69840 12.46536
H -15.45706 -7.77904 12.19723
H -15.99932 -7.50029 10.56508
C -13.08451 -15.01525 7.26593
C -13.67222 -14.53248 5.92150
O -12.55038 -13.80912 5.42156
C -11.78067 -13.38042 6.42421
O -10.90854 -12.57035 6.35764
O -12.14230 -14.00810 7.55332
H -12.64163 -16.00944 7.35701
H -13.87558 -15.09085 8.01554
H -14.57308 -13.92813 6.01414
H -13.93306 -15.38402 5.29493
C -21.09423 -15.64682 1.31844
C -20.63666 -14.48610 2.21789
O -20.18014 -15.18262 3.39635
C -19.97370 -16.50372 3.09216
O -19.36340 -17.27056 3.75480
O -20.40390 -16.75899 1.84912
H -20.78627 -15.56365 0.27678
H -22.18201 -15.71927 1.30512
H -21.52517 -13.87436 2.34501
H -19.76702 -13.95395 1.84020
C -20.96686 -10.22420 7.81611
C -19.81211 -11.20561 8.02544
O -19.45322 -11.05019 9.38813
C -20.09918 -9.95863 9.90837
O -19.97425 -9.54884 11.00489
O -20.93146 -9.42954 8.98148
H -21.93177 -10.73508 7.75664
H -20.87864 -9.60551 6.92482
H -18.98996 -10.93676 7.36159
H -20.07179 -12.23711 7.78958
C -19.78108 -14.45584 12.70723
C -21.14691 -15.05035 12.94889
O -22.03661 -14.01056 12.52688
C -21.35434 -12.83854 12.53508
O -21.84616 -11.77312 12.35619
O -20.06120 -13.07159 12.86544
H -19.35518 -14.79508 11.75986
H -19.09493 -14.67703 13.52674
H -21.41420 -15.33778 13.96419
H -21.28327 -15.86174 12.23428
C -18.44418 -13.27689 4.88570
C -17.24500 -14.00528 4.31254
O -16.19321 -13.04221 4.41660
C -16.57859 -12.05830 5.25938
O -15.83912 -11.21791 5.67114
O -17.86944 -12.16280 5.58292
H -19.08070 -13.86123 5.54395
H -19.04818 -12.89737 4.05813
H -17.43715 -14.36789 3.30809
H -16.99302 -14.82634 4.98834
C -19.34386 -19.88994 10.72844
C -20.02463 -18.67731 10.11695
O -20.49367 -17.98618 11.27265
C -20.56899 -18.81437 12.31019
O -21.05007 -18.52895 13.36789
O -19.97505 -19.98209 12.02120
H -18.26362 -19.79656 10.85252
H -19.48805 -20.83506 10.20717
H -20.87316 -18.84814 9.45888
H -19.25655 -18.05418 9.65940
C -14.63860 -18.92278 3.60514
O -13.58486 -19.49236 4.34114
C -13.21507 -18.87960 5.44469
O -13.70647 -17.87168 5.88483
O -12.11989 -19.46333 5.91906
C -11.54127 -18.82562 7.03382
H -14.78033 -19.39488 2.63198
H -14.54006 -17.86524 3.36249
H -15.58128 -19.12678 4.11930
H -11.24397 -17.79034 6.87497
H -10.68648 -19.44030 7.32268
H -12.16294 -18.88879 7.93361
C -13.91882 -14.71389 10.65372
O -13.35833 -15.99530 10.42217
C -12.06343 -16.22662 10.68301
O -11.29358 -15.43767 11.14862
O -11.83271 -17.45433 10.28201
C -10.49599 -17.92543 10.41102
H -14.98907 -14.71892 10.47956
H -13.45674 -13.97916 9.99273
H -13.73643 -14.36834 11.67171
H -10.38606 -18.90223 9.94596
H -10.23946 -18.00491 11.46713
H -9.79621 -17.24977 9.91952
C -20.69015 -18.79435 6.48502
O -19.93186 -19.48845 5.51491
C -18.93942 -20.26808 5.90179
O -18.45218 -20.30087 7.01213
O -18.51277 -20.98764 4.89741
C -17.67788 -22.09646 5.13643
H -21.66925 -19.20109 6.75080
H -21.00353 -17.85865 6.02078
H -20.12168 -18.60369 7.38918
H -17.57607 -22.76742 4.29224
H -18.07026 -22.72330 5.94655
H -16.73173 -21.76226 5.56764
C -13.27124 -10.41808 14.85835
O -13.91229 -11.04778 13.77189
C -14.79130 -12.00688 14.03900
O -15.15333 -12.31866 15.14208
O -15.22522 -12.46510 12.88037
C -16.31298 -13.36541 12.82714
H -12.70386 -11.11396 15.47740
H -14.04878 -10.05267 15.53950
H -12.66144 -9.55054 14.63027
H -16.67398 -13.77193 13.77076
H -16.00887 -14.23557 12.24898
H -17.11459 -12.84031 12.30799
C -24.55803 -16.60895 11.23663
O -23.33341 -16.45311 10.53955
C -23.25314 -15.52292 9.60317
O -24.08296 -14.73739 9.24856
O -22.05717 -15.70739 9.01233
C -21.48891 -14.71395 8.19328
H -24.77238 -15.70403 11.80715
H -24.45782 -17.39916 11.97713
H -25.37918 -16.85771 10.56645
H -21.70000 -13.72480 8.62456
H -21.89874 -14.62026 7.18430
H -20.41398 -14.86262 8.26354
C -15.38495 -19.26862 9.34440
O -14.57156 -19.45884 10.45733
C -13.65052 -20.39883 10.48901
O -13.29146 -21.01180 9.50084
O -13.18768 -20.52667 11.69936
C -12.16389 -21.48391 11.92983
H -14.83952 -19.16191 8.40526
H -15.92555 -18.31935 9.41653
H -16.22188 -19.95695 9.19598
H -11.28074 -21.21112 11.35585
H -12.46414 -22.47173 11.56747
H -12.03871 -21.62750 12.99753
C -17.19960 -17.38833 6.41787
O -16.57180 -16.19077 6.85662
C -17.25695 -15.51042 7.77025
O -18.30080 -15.79233 8.29004
O -16.54108 -14.39974 8.01636
C -17.08844 -13.40407 8.85897
H -16.72574 -17.81063 5.53488
H -18.24664 -17.29724 6.11970
H -17.18544 -18.14753 7.20174
H -17.49312 -12.59448 8.25387
H -16.32607 -12.94043 9.48890
H -17.79606 -13.80820 9.58492
*
```

***

# 5
Formula: C4H10O4
Source: the OMol25 dataset
Level of theory: wB97M-V/def2-TZVPD

As for the SMILES: COC(=O)O.CCO. Its frontier orbital gap is 10.3 eV. The calculation puts the total energy at -459.33396 a.u.

```
! wB97M-V def2-TZVPD RIJCOSX def2/J DEFGRID3
* xyz 0 1
C -1.61819 -1.46191 -1.74568
C 1.63604 1.63122 2.21593
C -1.96817 -0.57290 -0.55161
C 1.69022 0.27328 0.22795
O 0.98263 -0.64564 -0.42456
O 2.81181 0.52666 0.00490
O 0.98816 0.72873 1.21048
O -1.59560 0.76575 -0.43928
H -0.63841 -1.41504 -1.95418
H -1.69571 -2.48615 -1.48017
H -2.24918 -1.31243 -2.58433
H 2.11757 2.43416 1.58345
H 2.40229 1.06136 2.68768
H 0.82908 2.12243 2.82567
H -1.44099 -1.09424 0.32012
H -3.06786 -0.64670 -0.31026
H 1.46195 -0.93986 -1.20030
H -0.64566 1.03128 -0.38580
*
```

***

# 6
Formula: C21H70O14
Source: the OMol25 dataset
Level of theory: wB97M-V/def2-TZVPD

Its frontier orbital gap is 9.9 eV. The calculation puts the total energy at -1895.30635 a.u.

```
! wB97M-V def2-TZVPD RIJCOSX def2/J DEFGRID3
* xyz 0 1
C -0.62202 -0.56317 4.54715
O 0.25338 -1.27708 5.42876
H -0.93300 0.34992 5.07341
H -0.09999 -0.32352 3.62881
H -1.55117 -1.11168 4.37429
H -0.27693 -1.73211 6.08548
C 1.55293 3.59606 -1.44020
O 2.78136 4.19609 -1.81500
H 0.74502 3.65509 -2.17222
H 1.73403 2.53441 -1.22834
H 1.22136 4.06968 -0.51578
H 3.13348 3.70607 -2.56351
C 0.43193 4.00963 2.19200
O -0.76107 4.12031 1.41506
H 1.24776 3.68759 1.54393
H 0.73503 4.98472 2.58916
H 0.22022 3.38571 3.05332
H -0.61699 4.65618 0.63105
C 4.43249 1.77004 2.53610
O 4.67108 0.43820 2.92901
H 3.38031 2.05823 2.46036
H 5.01209 2.47639 3.13651
H 4.81362 1.89220 1.51902
H 4.32792 0.28089 3.81289
C -3.97234 3.52615 2.72323
O -2.98293 2.65292 2.19816
H -3.61072 4.10396 3.57699
H -4.31331 4.22003 1.94507
H -4.84042 2.93189 3.00526
H -2.23620 3.19250 1.87164
C -3.57775 -3.81124 -2.03079
C -3.04016 -2.56439 -1.34155
O -4.16932 -1.96489 -0.69294
H -2.77969 -4.39876 -2.48917
H -4.31902 -3.53840 -2.78016
H -4.09311 -4.43418 -1.29945
H -2.59815 -1.85174 -2.04743
H -2.29768 -2.76881 -0.56423
H -3.99010 -1.02213 -0.57178
C -3.49408 -3.96196 3.44943
C -2.96282 -4.52013 2.15392
O -1.57594 -4.87328 2.31663
H -4.51067 -3.57391 3.35367
H -2.84043 -3.14227 3.75339
H -3.48446 -4.71178 4.24118
H -2.99816 -3.77922 1.34965
H -3.46643 -5.42342 1.80885
H -1.02144 -4.13547 2.01037
C 2.14429 -3.24919 -2.48570
C 0.64659 -2.99532 -2.31919
O -0.00595 -3.99133 -1.52681
H 2.70963 -3.24723 -1.55265
H 2.54235 -2.42126 -3.07920
H 2.36157 -4.19033 -2.99049
H 0.20215 -2.93507 -3.31631
H 0.44688 -2.04040 -1.82639
H -0.16785 -4.75235 -2.09292
C 4.84729 1.38177 -1.99399
C 6.17642 2.01423 -1.61260
O 6.07611 3.43288 -1.59942
H 4.68402 1.49888 -3.07086
H 4.00968 1.76978 -1.41938
H 4.84547 0.29154 -1.91264
H 6.99761 1.56756 -2.17990
H 6.38397 1.73734 -0.56768
H 6.89931 3.76004 -1.22489
C 1.59074 -3.04866 3.01153
C 1.44711 -3.54514 1.58092
O 0.18552 -3.08286 1.06156
H 2.51944 -3.36778 3.47728
H 0.77411 -3.48206 3.58942
H 1.50802 -1.96470 2.97145
H 1.44522 -4.63532 1.49127
H 2.24464 -3.14318 0.94668
H 0.12068 -3.41204 0.14003
C -1.97002 4.08252 -2.91493
C -2.42430 3.36010 -1.68231
O -3.36703 2.37765 -2.00045
H -2.71915 4.73203 -3.37396
H -1.70896 3.42671 -3.75182
H -1.08968 4.69441 -2.70675
H -2.85263 4.10580 -0.98930
H -1.56814 2.93240 -1.13616
H -3.50994 1.77120 -1.24423
C -0.85458 0.16379 -3.90232
C 0.27268 -0.00560 -4.91158
O 0.25493 -1.28694 -5.52032
H -1.83936 0.05364 -4.36638
H -0.80778 1.16367 -3.46883
H -0.80653 -0.61917 -3.14473
H 1.24023 0.16873 -4.43624
H 0.17676 0.79563 -5.65829
H -0.66223 -1.38405 -5.80553
C 1.16956 0.48997 0.82083
C -0.16053 0.41404 0.07765
O -0.99653 -0.55162 0.73189
H 1.82408 1.22989 0.34136
H 1.70565 -0.45777 0.84581
H 1.02093 0.85281 1.83821
H 0.01503 0.09050 -0.95574
H -0.70476 1.35618 0.09153
H -0.52168 -1.39026 0.86710
O -3.35930 0.77842 0.23531
H -2.56851 0.26081 0.49879
H -3.48071 1.43339 0.96109
*
```

***

ΔE to the lowest compared entry with this formula, charge and spin for the records above, in order: 150.1; 220.0; 54.1; 0.0; 144.0; 478.0 kJ/mol